# 1
DFT (ωB97M-V/def2-TZVPD) results for a 23-piece molecular cluster, C33H32Cl66N2O2 overall.

Geometry as XYZ:
```
135
Properties=species:S:1:pos:R:3
C -1.62944 -7.34579 0.38230
C -1.41881 -6.53233 1.72357
O -2.15042 -5.59316 1.89733
O -0.44952 -6.89206 2.67187
C 0.88871 -6.44286 2.32596
C 0.93420 -5.34775 1.20684
C 1.41379 -5.70572 -0.15419
N 1.51179 -4.86866 -1.21860
C 1.04671 -3.61472 -0.85621
C 1.03392 -2.55263 -1.92655
C 0.55664 -1.21295 -1.68761
C 0.07035 -0.81945 -0.32728
C 0.09931 -1.81768 0.72970
C 0.56616 -3.22276 0.47729
N 0.52697 -4.09898 1.54713
H -1.32781 -6.64730 -0.44510
H -2.73863 -7.52319 0.28817
H -1.04600 -8.30160 0.39059
H 1.57417 -7.30841 2.07960
H 1.31944 -5.98473 3.26838
H 1.75925 -6.76391 -0.31207
H 1.36518 -2.79590 -2.97182
H 0.51601 -0.43761 -2.48438
H -0.30895 0.22542 -0.06102
H -0.25922 -1.57245 1.76363
C -2.48494 -9.49130 3.74926
Cl -3.07008 -10.19713 5.26295
Cl -1.40726 -10.61631 2.91507
Cl -3.84103 -9.04153 2.70929
H -1.92261 -8.59147 3.98561
C 4.79496 -2.54598 -2.88220
Cl 3.49740 -2.30605 -1.71145
Cl 4.13978 -2.54751 -4.52661
Cl 6.02884 -1.29245 -2.69654
H 5.25499 -3.51233 -2.69822
C 0.67181 -3.47884 -6.68930
Cl 2.08564 -2.55638 -7.22590
Cl 0.55560 -3.49469 -4.92436
Cl -0.80554 -2.81264 -7.39483
H 0.78335 -4.50011 -7.03282
C -0.19521 3.34638 -1.67676
Cl -0.06855 1.64176 -1.21341
Cl 1.30260 4.20464 -1.27613
Cl -0.55760 3.49905 -3.39927
H -1.00921 3.79466 -1.11685
C 0.88630 7.74176 -0.61935
Cl 2.47557 8.51796 -0.53928
Cl -0.09811 8.19739 0.77570
Cl 0.06330 8.16232 -2.12474
H 1.03096 6.66657 -0.59863
C -3.77260 -2.10438 -0.58772
Cl -2.27644 -1.73236 0.29122
Cl -4.66123 -0.61710 -0.94908
Cl -3.40561 -2.99154 -2.07065
H -4.39695 -2.73222 0.04178
C 2.15420 11.93313 -2.75369
Cl 0.85879 12.09686 -1.56591
Cl 1.49962 11.95550 -4.39532
Cl 3.35431 13.21617 -2.54717
H 2.64474 10.97734 -2.59417
C 3.40123 -6.75483 -7.17856
Cl 1.96154 -6.36688 -8.12955
Cl 3.75274 -5.48049 -6.00099
Cl 3.20331 -8.31227 -6.36763
H 4.24390 -6.83004 -7.85875
C -2.72457 -7.96782 8.30107
Cl -2.37033 -8.66310 9.88671
Cl -4.42657 -7.50983 8.18321
Cl -1.68836 -6.57467 7.98306
H -2.52189 -8.72004 7.54500
C 8.15538 1.64620 -1.33436
Cl 9.61042 2.02555 -0.40329
Cl 7.22201 3.11197 -1.65238
Cl 8.58035 0.82911 -2.84485
H 7.53927 0.97300 -0.74578
C -6.66177 2.98575 -0.04137
Cl -5.16799 3.34693 0.83356
Cl -7.55155 4.47211 -0.39258
Cl -6.31167 2.10270 -1.53177
H -7.28284 2.35733 0.58931
C 5.61602 6.48340 -0.46110
Cl 4.40980 5.40304 0.25106
Cl 7.20836 6.18664 0.24432
Cl 5.67020 6.28923 -2.21849
H 5.33013 7.50689 -0.23921
C -1.38521 4.98424 2.83837
Cl -0.80659 4.47768 1.24513
Cl -2.61640 6.24148 2.67972
Cl -2.01942 3.60262 3.73630
H -0.54607 5.39567 3.39115
C 2.26448 -4.04817 6.07428
Cl 0.98164 -5.06668 6.72978
Cl 3.81448 -4.41297 6.84150
Cl 2.35956 -4.27136 4.32444
H 2.01900 -3.01035 6.27730
C -4.58732 -6.39150 -4.36505
Cl -3.18392 -5.46233 -4.90910
Cl -4.67473 -6.40711 -2.59962
Cl -6.07429 -5.73172 -5.05299
H -4.47442 -7.41433 -4.71051
C 4.92761 15.02160 -5.51805
Cl 6.39681 15.42063 -4.61875
Cl 3.97881 16.47905 -5.83732
Cl 5.32866 14.19726 -7.02878
H 4.32573 14.35018 -4.91201
C -9.82346 -3.87815 -4.17184
Cl -8.34778 -3.50712 -3.27422
Cl -10.71820 -2.39784 -4.53541
Cl -9.44607 -4.75778 -5.65976
H -10.44984 -4.51145 -3.55154
C -3.12282 5.38930 7.46793
Cl -3.46261 4.13947 8.66994
Cl -1.44386 5.28382 6.92018
Cl -4.23458 5.25558 6.10066
H -3.26914 6.35906 7.93304
C 10.78535 6.31122 -2.24967
Cl 9.34601 6.75535 -3.17440
Cl 11.11059 7.51113 -0.99191
Cl 10.59681 4.70310 -1.54190
H 11.63302 6.28950 -2.92745
C -4.08299 -4.40683 6.04748
Cl -2.50053 -3.62869 5.92639
Cl -5.36302 -3.29402 5.54776
Cl -4.12634 -5.88060 5.07584
H -4.25200 -4.67800 7.08568
C -6.14216 -10.29139 11.45390
Cl -6.10395 -8.62236 12.03449
Cl -5.57816 -10.37998 9.78215
Cl -5.16722 -11.33461 12.49596
H -7.16934 -10.64067 11.48659
C 0.50642 17.61005 -6.63975
Cl 0.44050 19.34793 -6.32329
Cl 0.17546 16.69573 -5.16461
Cl -0.63317 17.16676 -7.91597
H 1.50833 17.36243 -6.97657
```

Spin multiplicity   1
HOMO energy   -8.35 eV
Electronic energy   -868289.92752 eV
Frontier orbital gap   7.54 eV
Strongest force on any atom   3.75 eV Å⁻¹
Charge   0


# 2
DFT (ωB97M-V/def2-TZVPD) results for a 8-piece molecular cluster, C30H48Cl2N2O10 overall.

Geometry as XYZ:
```
92
Properties=species:S:1:pos:R:3
O -0.48209 -1.71412 -4.70053
C -1.58873 -1.41470 -4.39241
C -2.81940 -2.16467 -3.82834
C -3.53601 -1.09301 -2.96522
C -3.09699 0.16552 -3.63225
O -1.83812 -0.11107 -4.26636
H -3.41157 -2.46763 -4.69751
H -2.42375 -2.91908 -3.16777
H -4.61639 -1.25980 -2.90180
H -3.17005 -1.15258 -1.95238
H -3.83289 0.46535 -4.36016
H -2.88310 1.01511 -2.99816
O -2.59967 1.84063 3.43170
C -3.03038 1.20364 2.49779
C -4.46533 0.93937 2.20860
C -4.48155 -0.07889 1.03879
C -3.00091 -0.44843 0.81643
O -2.25104 0.55216 1.61779
H -4.86217 0.56822 3.17857
H -4.92735 1.83065 1.84310
H -5.06403 -0.91676 1.19194
H -4.77915 0.43796 0.15834
H -2.79942 -1.43082 1.19124
H -2.62005 -0.16738 -0.16496
O -1.74313 3.37721 -2.38421
C -1.25965 3.54977 -1.29457
C -0.91412 2.58961 -0.23771
C -0.30521 3.33189 0.93156
C -0.40916 4.77760 0.48445
O -0.83669 4.77301 -0.92763
H -1.78627 2.01693 0.05176
H -0.26291 1.79743 -0.63192
H -0.93450 3.25172 1.84857
H 0.71156 3.02896 1.20576
H -1.10237 5.42268 1.03102
H 0.54592 5.33623 0.42999
O -1.13646 -2.51009 -0.91733
C 0.03533 -2.20509 -1.01310
C 0.83120 -1.35862 0.02549
C 2.28267 -1.45561 -0.54712
C 2.07278 -1.83527 -2.04977
O 0.77611 -2.49542 -2.07624
H 0.37424 -0.33129 -0.03743
H 0.75807 -1.81043 1.04383
H 3.00110 -0.64093 -0.53292
H 2.70733 -2.36282 -0.06364
H 2.03772 -0.96715 -2.68650
H 2.85157 -2.50520 -2.40108
O 1.90790 2.22902 -1.56154
C 1.63156 2.43628 -2.71072
C 2.19174 3.52291 -3.66032
C 1.04403 3.69165 -4.64456
C 0.30248 2.32369 -4.56409
O 0.77626 1.66341 -3.37294
H 2.52702 4.42580 -3.17137
H 3.06083 3.00048 -4.15584
H 0.42164 4.50091 -4.21969
H 1.42050 4.04373 -5.60455
H -0.73146 2.41357 -4.39093
H 0.52789 1.68443 -5.40253
C 0.87445 -7.24489 3.90200
C 0.05570 -6.38171 2.93209
C 0.91287 -5.76222 1.86157
C 1.61496 -4.55509 2.23509
N 2.04716 -3.50832 2.47130
H 1.26229 -8.13500 3.39575
H 0.15219 -7.59330 4.68190
H 1.66395 -6.65135 4.32845
H -0.39759 -5.50171 3.39933
H -0.78095 -6.89570 2.44838
H 0.28618 -5.43541 1.01396
H 1.54652 -6.50178 1.40133
C 1.81549 0.30645 3.62001
C 0.54410 0.33513 4.54092
C -0.37661 -0.81593 4.39224
C 0.14896 -2.02948 5.09078
N 0.46170 -2.97456 5.65668
H 2.37300 1.23861 3.70771
H 1.40028 0.13387 2.63628
H 2.56969 -0.47714 3.85410
H -0.01486 1.31124 4.33294
H 0.83869 0.50535 5.58197
H -0.56184 -1.03834 3.35258
H -1.33373 -0.58871 4.84838
Cl 6.03570 5.12796 -0.19906
C 4.62168 4.21329 -0.56528
C 4.65845 2.76479 -0.04892
Cl 5.95071 1.73726 -0.71932
H 4.46047 4.14981 -1.64885
H 3.80592 4.75172 -0.07229
H 3.75317 2.31389 -0.36604
H 4.81591 2.81057 0.99544
```

Spin multiplicity   1
HOMO energy   -10.05 eV
Electronic energy   -80388.57718 eV
Frontier orbital gap   10.38 eV
Structure (SMILES)   O=C1CCCO1.O=C1CCCO1.O=C1CCCO1.O=C1CCCO1.O=C1CCCO1.CCCC#N.CCCC#N.ClCCCl
Strongest force on any atom   3.25 eV Å⁻¹
Charge   0


# 3
DFT (ωB97M-V/def2-TZVPD) results for one molecule with the formula C3H5N3.

Geometry as XYZ:
```
11
Properties=species:S:1:pos:R:3
N -2.00247 -0.27500 0.08732
C -0.64319 -0.00912 -0.02273
C 0.44458 -0.91340 0.13509
C 1.55590 -0.11209 0.08349
N 1.12333 1.15198 -0.14828
N -0.23044 1.23184 -0.19095
H -2.28862 -1.19238 -0.21727
H -2.56320 0.46121 -0.32005
H 0.40814 -1.98349 0.28141
H 2.60756 -0.35341 0.16708
H 1.58840 1.99386 0.14489
```

ΔE to the lowest compared entry with this formula, charge and spin   11.8 kcal/mol
Spin multiplicity   1
HOMO energy   -8.30 eV
Electronic energy   -7661.94570 eV
Frontier orbital gap   9.46 eV
Structure (SMILES)   Nc1cc[nH]n1
Strongest force on any atom   0.40 eV Å⁻¹
Charge   0


# 4
DFT (ωB97M-V/def2-TZVPD) results for C2H8N2O2Sn as an isolated structure.

Geometry as XYZ:
```
15
Properties=species:S:1:pos:R:3
Sn 16.09893 -21.73214 -23.66751
C 14.37527 -21.14478 -25.78048
O 15.55454 -21.92835 -25.48866
H 13.91658 -20.81750 -24.84743
H 14.60462 -20.30919 -26.44176
H 13.61893 -21.77623 -26.24666
H 15.89037 -22.37688 -26.26818
C 15.73668 -23.30988 -21.58648
O 15.61191 -22.39650 -22.27735
N 14.82856 -24.16457 -21.27199
N 16.94226 -23.64696 -21.04761
H 14.00119 -24.27058 -21.84148
H 14.86974 -24.86031 -20.54100
H 17.09279 -24.62345 -20.83806
H 17.76832 -23.06598 -21.06057
```

ΔE to the lowest compared entry with this formula, charge and spin   67.5 kcal/mol
Spin multiplicity   1
HOMO energy   -18.18 eV
Electronic energy   -15088.25742 eV
Frontier orbital gap   8.78 eV
Strongest force on any atom   19.33 eV Å⁻¹
Charge   +2


# 5
DFT (ωB97M-V/def2-TZVPD) results for an isolated ion of composition C5H8N4 and charge +2.

Geometry as XYZ:
```
17
Properties=species:S:1:pos:R:3
C -0.32478 -1.20998 1.26572
C -1.96575 1.18105 -0.02583
C 0.54755 0.55342 -0.04213
C 0.57582 -0.84760 0.24077
C 1.50829 -1.84023 -0.36230
N -1.15034 -1.39356 2.02243
N -2.60369 0.25738 -0.57092
N -0.61718 1.32674 -0.03001
N 1.56233 1.26786 -0.40642
H -2.71246 1.82001 0.68194
H 2.04970 -1.47674 -1.20181
H 1.14308 -2.80685 -0.78927
H 2.08349 -2.28136 0.43746
H -3.48916 -0.02688 -0.45894
H -0.38967 2.28798 -0.02946
H 2.43987 0.94075 -0.05001
H 1.34288 2.24799 -0.68123
```

ΔE to the lowest compared entry with this formula, charge and spin   83.9 kcal/mol
Spin multiplicity   1
HOMO energy (spin up / spin down)   -20.70 / -18.38 eV
Electronic energy   -11251.49220 eV
Frontier orbital gap (spin up / spin down)   9.11 / 5.24 eV
Strongest force on any atom   4.95 eV Å⁻¹
Charge   +2


# 6
DFT (ωB97M-V/def2-TZVPD) results for one molecule with the formula C3H8O2.

Geometry as XYZ:
```
13
Properties=species:S:1:pos:R:3
C -1.59320 0.31832 0.33371
C -0.37988 -0.54822 -0.19745
O -0.10052 -0.51542 -1.51937
C 0.70098 0.18085 0.51402
O 2.09872 -0.37188 -0.42563
H -1.53325 1.35727 -0.01777
H -1.74848 0.31894 1.43022
H -2.45106 -0.15345 -0.13020
H -0.53921 -1.56796 0.22828
H 1.32999 -0.55363 -1.23941
H 0.73847 1.22765 0.23236
H 0.79393 -0.02385 1.58785
H 2.66851 0.33868 -0.78909
```

ΔE to the lowest compared entry with this formula, charge and spin   76.4 kcal/mol
Spin multiplicity   1
HOMO energy   -8.63 eV
Electronic energy   -7332.73590 eV
Frontier orbital gap   9.01 eV
Strongest force on any atom   1.81 eV Å⁻¹
Charge   0